No. 1
{"formula": "C28H24N4O3Tc", "method": "ωB97M-V/def2-TZVPD", "fmax_ev_per_a": 3.43, "energy_ev": -43697.3943, "gap_ha": [0.2209, 0.2353], "spin_multiplicity": 3, "charge": 3, "homo_energy_ev": [-17.0, -17.0], "e_above_lowest_kj_mol": 73.4, "elements": ["Tc", "C", "O", "C", "N", "C", "C", "C", "C", "C", "C", "C", "C", "C", "C", "C", "C", "N", "C", "N", "C", "C", "O", "C", "C", "C", "C", "C", "C", "H", "H", "H", "H", "H", "H", "H", "H", "H", "H", "H", "H", "H", "H", "H", "H", "H", "H", "H", "O", "N", "C", "C", "C", "C", "C", "H", "H", "H", "H", "H"], "coordinates": [[0.87, 0.62, -0.10], [4.16, 0.86, 2.34], [3.60, 2.20, 2.32], [2.44, 2.12, 1.80], [1.86, 0.91, 1.65], [2.92, -0.04, 2.04], [3.14, -0.93, 0.82], [3.25, -2.27, 0.86], [3.33, -2.94, -0.38], [3.24, -2.36, -1.61], [3.15, -0.94, -1.65], [3.10, -0.22, -0.46], [1.73, 3.23, 1.17], [1.79, 4.57, 1.36], [1.08, 5.43, 0.53], [0.24, 4.89, -0.45], [0.16, 3.53, -0.52], [0.97, 2.73, 0.21], [-0.86, 2.72, -1.22], [-0.83, 1.42, -1.15], [-2.08, 0.81, -1.63], [-2.88, 2.10, -1.95], [-1.99, 3.24, -1.74], [-2.75, 0.04, -0.62], [-2.68, 0.48, 0.72], [-3.57, -0.07, 1.69], [-4.39, -1.20, 1.32], [-4.35, -1.66, 0.03], [-3.59, -1.04, -0.97], [4.63, 0.65, 3.27], [4.96, 0.80, 1.57], [2.73, -0.69, 2.93], [3.24, -2.73, 1.86], [3.51, -3.98, -0.23], [3.45, -2.83, -2.60], [3.36, -0.38, -2.59], [3.52, 0.82, -0.53], [2.42, 5.03, 2.14], [1.11, 6.51, 0.73], [-0.49, 5.57, -0.96], [-1.80, 0.29, -2.49], [-3.72, 2.18, -1.25], [-3.23, 2.05, -2.96], [-2.12, 1.41, 0.92], [-3.66, 0.28, 2.70], [-4.96, -1.77, 2.05], [-4.87, -2.57, -0.19], [-3.63, -1.16, -2.00], [0.37, -1.13, -1.00], [-0.51, -2.16, -0.79], [-1.20, -2.60, -1.80], [-1.99, -3.73, -1.63], [-2.13, -4.26, -0.34], [-1.43, -3.72, 0.75], [-0.68, -2.58, 0.49], [-1.01, -2.17, -2.83], [-2.56, -4.13, -2.43], [-2.73, -5.11, -0.24], [-1.48, -4.08, 1.79], [-0.11, -2.02, 1.25]]}

***

No. 2
{"formula": "C28H24NO", "method": "ωB97M-V/def2-TZVPD", "fmax_ev_per_a": 2.55, "energy_ev": -32956.2425, "smiles": "CC1=[NH+]c2ccccc2[C@H]1[C@H](c1ccccc1)c1ccc(Oc2ccccc2)cc1", "gap_ha": 0.2488, "spin_multiplicity": 1, "charge": 1, "homo_energy_ev": -11.0, "e_above_lowest_kj_mol": 0.0, "elements": ["C", "C", "N", "C", "C", "C", "C", "C", "C", "C", "C", "C", "C", "C", "C", "C", "C", "C", "C", "C", "C", "O", "C", "C", "C", "C", "C", "C", "C", "C", "H", "H", "H", "H", "H", "H", "H", "H", "H", "H", "H", "H", "H", "H", "H", "H", "H", "H", "H", "H", "H", "H", "H", "H"], "coordinates": [[-5.05, -2.77, 4.66], [-3.76, -2.59, 5.34], [-3.55, -3.18, 6.50], [-2.37, -2.74, 7.12], [-1.84, -3.19, 8.32], [-0.63, -2.62, 8.72], [-0.03, -1.62, 7.93], [-0.63, -1.16, 6.75], [-1.78, -1.79, 6.30], [-2.56, -1.73, 4.98], [-1.84, -2.31, 3.77], [-0.42, -2.78, 4.13], [-0.24, -4.12, 4.50], [0.95, -4.54, 5.09], [2.03, -3.66, 5.19], [1.90, -2.35, 4.71], [0.66, -1.90, 4.23], [-1.99, -1.45, 2.50], [-3.26, -1.37, 1.90], [-3.52, -0.55, 0.81], [-2.49, 0.28, 0.35], [-2.81, 1.27, -0.58], [-3.14, 2.53, -0.06], [-2.19, 3.29, 0.60], [-2.61, 4.43, 1.29], [-3.96, 4.79, 1.30], [-4.90, 4.03, 0.60], [-4.49, 2.91, -0.13], [-1.21, 0.18, 0.87], [-0.94, -0.75, 1.87], [-5.09, -2.14, 3.77], [-5.20, -3.82, 4.37], [-5.88, -2.47, 5.32], [-4.19, -3.84, 6.92], [-2.36, -3.97, 8.88], [-0.15, -2.94, 9.65], [0.94, -1.21, 8.24], [-0.19, -0.34, 6.18], [-2.89, -0.69, 4.77], [-2.37, -3.24, 3.51], [-1.08, -4.82, 4.39], [1.03, -5.56, 5.46], [2.96, -3.97, 5.66], [2.74, -1.66, 4.74], [0.54, -0.84, 4.00], [-4.08, -1.97, 2.28], [-4.50, -0.51, 0.35], [-1.14, 2.97, 0.60], [-1.87, 5.04, 1.82], [-4.29, 5.67, 1.86], [-5.95, 4.29, 0.60], [-5.18, 2.29, -0.70], [-0.43, 0.84, 0.48], [0.09, -0.90, 2.16]]}